[1]
{
  "formula": "C21H25BCuFN4PS2",
  "method": "the ωB97M-V functional and the def2-TZVPD basis",
  "species": ["Cu", "C", "N", "C", "C", "N", "B", "N", "C", "C", "N", "C", "C", "S", "C", "S", "H", "H", "H", "H", "H", "H", "H", "H", "H", "H", "H", "H", "C", "P", "C", "C", "C", "C", "C", "C", "C", "C", "C", "C", "C", "C", "H", "H", "H", "H", "H", "H", "H", "H", "H", "H", "H", "H", "H", "F"],
  "coordinates": [[0.13252, 1.21047, 0.93949], [-0.02363, 1.01271, 4.77991], [-1.27717, 0.53784, 4.21388], [-2.53830, 0.82286, 4.69975], [-3.41613, 0.25669, 3.84235], [-2.69985, -0.35937, 2.83979], [-3.32673, -1.13658, 1.65339], [-3.11780, -0.33904, 0.27906], [-3.53449, -0.93695, -0.88936], [-3.35182, -0.06698, -1.90951], [-2.81284, 1.06981, -1.35143], [-2.46116, 2.28915, -2.06114], [-2.67281, 0.88846, -0.01645], [-1.99609, 2.12104, 0.99560], [-1.39671, -0.18906, 3.09446], [-0.10220, -0.77112, 2.12057], [-0.26792, 1.63848, 5.63407], [0.51817, 1.59606, 4.03658], [0.59368, 0.17577, 5.09811], [-2.68075, 1.40615, 5.59087], [-4.49020, 0.25819, 3.83636], [-4.51989, -1.19511, 1.85538], [-2.82538, -2.22533, 1.50866], [-3.93837, -1.93362, -0.88983], [-3.55941, -0.14130, -2.96181], [-2.70642, 2.14456, -3.11098], [-1.39995, 2.50046, -1.94439], [-3.02008, 3.13134, -1.66078], [0.22926, 0.15568, -2.96613], [0.91803, 0.13023, -1.27582], [1.28151, -1.64617, -1.09514], [0.22687, -2.47325, -0.70749], [0.40805, -3.84375, -0.60624], [1.65051, -4.40125, -0.87558], [2.70730, -3.58493, -1.25282], [2.52305, -2.21414, -1.36721], [2.55781, 0.90693, -1.45124], [3.43255, 0.87422, -0.36739], [4.65353, 1.52123, -0.42675], [5.01092, 2.23324, -1.56632], [4.13826, 2.29414, -2.63945], [2.91654, 1.63384, -2.58095], [-0.13192, 1.14058, -3.25477], [-0.60865, -0.54184, -2.98233], [0.98920, -0.18153, -3.67204], [-0.73406, -2.03989, -0.45165], [-0.41793, -4.46935, -0.29398], [1.79696, -5.46971, -0.78384], [3.68012, -4.01071, -1.46181], [3.35285, -1.58792, -1.66862], [3.15958, 0.34962, 0.54214], [5.31963, 1.48357, 0.42492], [5.96222, 2.74756, -1.60732], [4.40381, 2.85507, -3.52618], [2.24928, 1.69269, -3.43121], [1.21641, 2.68026, 1.12260]],
  "forces_ev_per_a": [[0.185, -0.069, 0.109], [-0.115, -0.013, -0.074], [0.064, 0.101, 0.262], [0.029, 0.016, -0.079], [0.075, 0.091, -0.135], [-0.077, -0.303, 0.203], [-0.068, 0.204, -0.102], [-0.080, -0.161, 0.133], [0.027, 0.049, -0.039], [-0.002, 0.014, 0.080], [0.018, 0.102, -0.172], [-0.041, -0.113, 0.036], [0.068, 0.037, 0.156], [-0.075, 0.008, -0.018], [-0.123, -0.081, -0.233], [0.053, 0.181, -0.147], [0.065, 0.012, 0.009], [0.012, 0.013, 0.002], [-0.001, -0.017, -0.012], [-0.025, -0.014, 0.010], [-0.008, -0.024, 0.023], [0.088, -0.001, -0.036], [0.029, 0.091, 0.025], [0.007, -0.006, 0.010], [-0.012, -0.025, 0.001], [0.027, 0.032, -0.007], [0.001, 0.021, 0.020], [-0.018, 0.004, -0.008], [-0.051, -0.057, -0.035], [0.419, 0.211, 0.488], [-0.073, -0.087, -0.062], [-0.015, 0.016, 0.011], [0.016, 0.009, 0.014], [-0.009, 0.010, 0.000], [-0.024, 0.031, 0.003], [0.032, 0.012, -0.039], [-0.141, 0.081, -0.151], [0.027, -0.018, 0.134], [0.000, 0.005, -0.062], [-0.010, -0.021, 0.059], [-0.008, -0.021, 0.005], [0.053, -0.042, -0.064], [0.052, 0.045, 0.023], [-0.011, 0.007, -0.015], [-0.064, -0.038, -0.041], [-0.002, -0.011, -0.030], [0.005, -0.013, -0.003], [-0.002, -0.004, -0.001], [-0.004, -0.021, 0.005], [0.002, 0.022, 0.003], [-0.053, -0.003, -0.024], [0.010, 0.009, -0.004], [-0.001, 0.004, -0.008], [-0.006, 0.004, 0.000], [0.004, 0.012, 0.006], [-0.252, -0.290, -0.224]],
  "e_tot_ha": -3937.2920,
  "total_charge": 0,
  "multiplicity": 2,
  "orbital_gap_ev": [8.59, 6.75]
}

=====

[2]
{
  "formula": "C21H25BrCoN6OSe",
  "method": "the ωB97M-V functional and the def2-TZVPD basis",
  "species": ["Co", "Br", "C", "C", "C", "C", "C", "C", "N", "N", "C", "C", "C", "C", "O", "C", "N", "C", "C", "C", "C", "H", "H", "H", "H", "H", "H", "H", "H", "H", "N", "C", "C", "C", "N", "C", "C", "N", "C", "H", "H", "H", "H", "H", "H", "H", "H", "H", "H", "H", "H", "H", "H", "H", "H", "Se"],
  "coordinates": [[2.15205, 0.15247, -0.21779], [-6.19481, -0.59176, -0.95752], [-5.21428, -1.48652, 0.39290], [-5.46846, -2.82051, 0.65709], [-4.72797, -3.46750, 1.63452], [-3.70364, -2.81122, 2.31014], [-3.50301, -1.44912, 2.06898], [-4.25454, -0.79030, 1.11405], [-2.98865, -3.60568, 3.25342], [-1.87740, -3.28998, 3.73636], [-0.89321, -2.53034, 3.07225], [-0.00965, -1.89392, 3.93180], [0.96728, -1.00263, 3.50761], [1.12058, -0.72107, 2.15093], [1.99059, 0.10270, 1.68920], [0.25432, -1.43372, 1.22554], [0.46665, -1.16369, -0.09144], [-0.16877, -1.87589, -0.99209], [-1.05377, -2.90850, -0.65420], [-1.32450, -3.14646, 0.66300], [-0.69684, -2.37328, 1.66750], [-6.23870, -3.34815, 0.11170], [-4.91590, -4.50674, 1.87282], [-2.77181, -0.89819, 2.64395], [-4.09537, 0.26297, 0.92617], [-0.14326, -2.08810, 4.98949], [1.62356, -0.51101, 4.21244], [0.02602, -1.65140, -2.03585], [-1.51301, -3.49986, -1.43396], [-1.99730, -3.94693, 0.93258], [3.98119, 2.94838, -0.74565], [3.14323, 3.57825, -1.75212], [2.96950, 2.68230, -2.98434], [1.86829, 1.61579, -2.95740], [2.17448, 0.37646, -2.20576], [0.55937, 2.21341, -2.44422], [0.72383, 2.87090, -1.07456], [0.94783, 1.82312, -0.05694], [1.79005, 3.96550, -1.15468], [4.90397, 2.73043, -1.09966], [3.36659, 0.88434, -0.09944], [4.08790, 3.53368, 0.07309], [3.61058, 4.50712, -2.10973], [3.93074, 2.21864, -3.22614], [2.71269, 3.33163, -3.82549], [1.72143, 1.32359, -4.00203], [3.07426, -0.01934, -2.47540], [1.49165, -0.32031, -2.49083], [-0.21588, 1.44113, -2.40395], [0.22028, 2.97387, -3.15197], [-0.20884, 3.38963, -0.82893], [0.05546, 1.37749, 0.13762], [1.26205, 2.21873, 0.82478], [1.95114, 4.41426, -0.16921], [1.35224, 4.74412, -1.78508], [3.67981, -1.52881, -0.37348]],
  "forces_ev_per_a": [[-0.581, 0.131, -0.184], [-0.015, 0.013, -0.009], [0.050, -0.012, 0.025], [-0.042, -0.006, 0.035], [0.086, -0.063, -0.110], [0.434, -0.265, -0.550], [-0.101, 0.020, 0.222], [-0.095, 0.031, 0.045], [-0.702, 0.905, 0.971], [0.557, -0.999, -0.846], [-0.245, 0.487, 0.330], [-0.040, 0.123, 0.017], [-0.072, 0.007, 0.019], [-0.077, -0.038, -0.134], [0.003, -0.005, 0.009], [0.134, 0.053, 0.101], [0.138, -0.110, 0.054], [-0.047, 0.111, -0.011], [-0.028, 0.021, -0.030], [0.054, -0.035, 0.026], [-0.099, -0.161, -0.086], [-0.004, 0.007, 0.008], [0.014, 0.000, -0.021], [0.061, -0.004, -0.065], [-0.009, -0.001, 0.008], [0.032, -0.013, -0.003], [0.015, -0.040, 0.006], [-0.009, -0.016, -0.003], [0.004, 0.005, -0.003], [0.016, -0.004, 0.023], [-0.012, 0.019, 0.028], [0.010, 0.053, -0.029], [0.124, -0.195, 0.138], [-0.203, 0.123, 0.058], [0.189, -0.066, 0.019], [0.052, -0.001, 0.048], [-0.080, -0.053, -0.213], [0.202, 0.095, 0.167], [0.060, -0.107, 0.157], [-0.006, -0.011, -0.005], [0.133, -0.077, -0.038], [0.034, 0.025, -0.019], [-0.105, 0.030, -0.077], [-0.017, 0.007, -0.055], [0.063, 0.005, -0.024], [-0.051, 0.006, -0.005], [0.039, 0.034, 0.036], [0.075, -0.060, -0.100], [-0.009, 0.014, 0.000], [-0.030, -0.031, -0.017], [-0.039, -0.043, -0.026], [-0.018, 0.032, 0.068], [0.032, 0.002, -0.011], [-0.055, 0.013, -0.005], [0.027, 0.052, 0.039], [0.155, -0.008, 0.025]],
  "e_tot_ha": -7577.1677,
  "e_above_lowest_kcal_mol": 3.3,
  "total_charge": 0,
  "multiplicity": 2,
  "orbital_gap_ev": [6.66, 6.60]
}